(1)
Below is an isolated molecule of C6H10, with properties calculated with ωB97M-V/def2-TZVPD.

As for the molar mass: 82.1 g mol⁻¹. As for the HOMO energy: -0.3320 Eh. The calculation puts the total energy at -6381.7608 eV. The energy above the lowest of the compared OMol25 structures with the same formula, charge and spin is 48.4 kcal/mol.

Structure (ORCA input):
```
! RIJCOSX wB97M-V def2-TZVPD def2/J DEFGRID3
* xyz 0 1
H 1.168 0.611 1.149
C -0.947 -0.773 -0.137
C -0.437 1.131 -1.033
H -1.068 1.005 1.163
H -0.969 1.634 -1.841
C 1.563 -0.309 0.709
C -1.351 0.690 0.155
C -0.126 -0.335 -1.356
H 1.842 -0.979 1.535
H 0.784 -1.997 -0.426
H -0.071 -0.762 -2.350
C 0.577 -0.937 -0.223
H -2.392 1.025 -0.010
H -1.128 -1.689 0.361
H 0.438 1.738 -0.766
H 2.465 -0.075 0.144
*
```


(2)
Below is a cluster of 8 separate species, C32H88N8O8 in total, with properties calculated with ωB97M-V/def2-TZVPD.

As for the molar mass: 713.1 g mol⁻¹. As for the HOMO energy: -0.3272 Eh. The calculation puts the total energy at -62907.9675 eV. The energy above the lowest of the compared OMol25 structures with the same formula, charge and spin is 18.4 kcal/mol.

Structure (ORCA input):
```
! RIJCOSX wB97M-V def2-TZVPD def2/J DEFGRID3
* xyz 0 1
H -1.582 4.165 0.813
H 4.096 0.339 -2.725
C -0.025 3.207 -1.028
O 0.238 5.662 -2.465
O 4.146 1.982 -3.979
C -1.916 4.302 1.840
C -0.588 -0.177 -0.239
O -3.713 3.045 0.014
C 5.731 0.212 -4.140
H 2.300 -5.606 -2.991
H -0.295 6.954 -4.020
H 6.033 -2.177 1.014
C 7.736 -2.058 -0.985
H 6.345 1.501 -2.763
C -3.421 4.346 1.965
H 6.914 -1.499 -4.641
H -4.712 4.912 3.476
H -4.118 -2.647 1.327
C -6.806 -1.969 1.607
H -5.038 -1.091 3.102
H 1.414 6.589 -3.861
H 6.015 0.823 -4.997
H -1.495 0.397 7.817
C 0.687 -4.428 -2.286
C 5.862 -1.260 -4.452
H 2.624 2.193 -2.606
H 0.612 7.613 -2.603
H 2.081 2.026 -4.290
N 3.272 -2.179 0.795
H -7.531 -1.364 2.178
H -9.442 -2.766 0.817
H 2.915 3.539 -3.650
H 2.430 -2.167 -5.872
H 0.031 -1.101 -2.635
H -3.001 0.250 7.016
H -1.052 1.561 5.483
H -3.488 -2.503 9.111
C -4.012 1.835 -0.607
N -3.809 4.458 3.367
H -6.499 -2.759 2.308
C -0.431 -1.592 1.809
C -5.650 -1.086 1.191
H 0.757 2.477 -1.243
H 2.810 -3.673 -0.885
H 3.896 -1.333 -0.978
H -1.493 5.227 2.244
H -3.189 5.067 3.894
C 4.522 -0.051 0.583
H 0.647 -0.140 6.549
C 4.300 -1.466 0.034
N 6.642 0.554 -3.014
H 0.762 -2.350 -5.233
C -8.505 -3.324 0.727
H 2.467 -2.623 -3.486
O 2.008 -3.990 -4.977
H 5.225 0.545 -0.002
H 0.184 -1.815 6.333
H 6.387 -0.006 -2.197
H -1.367 -2.086 1.543
H 3.580 0.495 0.638
H 0.377 -2.128 1.305
C -4.574 -1.995 0.580
C 2.855 2.453 -3.650
H -4.137 -0.135 2.209
H -1.407 -0.731 -0.722
H -5.009 1.466 -0.340
H 3.932 -4.477 -1.700
C 5.595 -2.259 0.007
C -3.248 -1.492 8.771
H 5.396 -3.324 -0.163
H -3.765 -1.438 0.102
H -4.212 -1.042 8.511
H 5.331 -1.539 -5.367
O 0.640 -0.674 -0.700
N -5.114 -0.373 2.376
N -1.751 0.451 1.849
H 0.402 -3.433 -1.934
H 0.618 4.073 -3.691
O -2.319 -1.545 7.746
H -1.882 1.370 1.425
H 1.313 -3.211 -6.706
C 1.599 -2.865 -5.713
H -1.934 -1.201 5.255
H 3.745 -3.800 -3.912
C -0.878 3.555 -2.238
N -1.521 0.797 4.991
H -2.853 -1.009 9.673
H -8.317 -3.988 1.573
H 3.543 -2.168 1.781
C 0.500 6.782 -3.288
H -1.437 3.493 2.408
C 4.282 0.593 -3.781
H 1.800 -1.070 -2.326
C -0.233 4.541 -3.181
H -0.978 4.867 -3.920
H 8.178 -1.666 -1.900
H -0.225 -1.715 2.872
H -8.665 -3.959 -0.148
H -5.129 3.030 1.411
C -0.553 -0.166 1.271
H -0.667 2.652 -0.327
H -2.502 1.082 4.974
H -5.033 -2.621 -0.194
H -1.585 0.658 2.836
C 0.070 -0.819 5.910
H -1.662 1.701 -2.291
O 6.378 -1.667 -1.000
H -3.635 2.213 1.956
H -5.965 -0.313 0.491
H 0.302 0.474 1.535
H 5.574 -1.971 -3.676
H 3.507 0.053 -4.352
H 0.349 -5.151 -1.548
C 2.672 -3.661 -3.771
C 0.842 -0.624 -2.074
H 0.316 4.081 -0.481
H -1.844 3.936 -1.880
H 2.387 -1.676 0.804
H -0.715 0.857 -0.599
H 0.519 -0.743 4.917
H 0.092 -4.636 -3.183
H 4.936 -0.156 1.593
H -3.358 0.994 -0.305
H 7.819 -3.148 -1.010
H -1.886 2.482 -3.693
H -3.736 5.211 1.370
H 0.914 0.405 -2.456
H -3.828 1.917 -1.677
O -7.427 -2.483 0.462
C -4.034 3.067 1.408
N -1.196 2.299 -2.969
C -2.053 -0.303 7.170
N 2.949 -4.540 -1.415
C 2.155 -4.567 -2.670
C -1.388 -0.419 5.796
H 8.280 -1.644 -0.133
*
```


(3)
Below is a structure of composition C37H29ClF6HgNPS4Sb, with properties calculated with ωB97M-V/def2-TZVPD.

As for the molar mass: 1118.7 g mol⁻¹. As for the HOMO energy: -0.1887 Eh. The calculation puts the total energy at -132508.3776 eV.

Structure (ORCA input):
```
! RIJCOSX wB97M-V def2-TZVPD def2/J DEFGRID3
* xyz -1 1
C -0.211 3.425 4.068
C -1.767 1.452 -2.559
H -2.464 4.239 1.046
C 2.575 2.007 2.702
C 1.041 0.288 4.297
C 1.497 0.940 5.448
C -5.838 0.357 -0.970
S 1.202 -3.037 -0.424
C -4.711 0.093 -1.726
C 1.634 2.017 -1.322
H 2.973 0.718 -2.307
C -1.041 4.535 4.104
C -0.611 3.499 -1.719
C 0.712 -1.690 5.672
H 4.068 4.939 1.854
C -1.000 2.906 1.868
C -5.710 0.432 0.414
H 5.860 1.286 3.181
C 4.980 1.868 2.936
H 6.120 -2.222 -3.091
H 2.635 -4.568 -2.257
S -2.074 -0.303 -2.213
H 4.794 -4.302 -3.408
H -0.994 2.258 0.999
C -0.587 2.117 -1.898
H 0.549 5.207 -1.138
C 4.434 -3.519 -2.753
H 0.412 3.219 4.927
C 0.701 -1.058 4.432
S 2.874 -0.163 -0.110
C 1.697 3.389 -1.136
S -1.876 -0.406 1.180
H -1.589 1.505 -3.634
F 1.136 -0.971 -3.270
F 3.081 -1.186 -5.062
C 3.727 1.283 3.017
H -6.797 0.505 -1.448
H 3.752 1.824 -1.150
H 1.100 -1.489 7.764
H 2.640 3.856 -0.886
H -6.575 0.649 1.029
C 2.709 -2.683 -1.261
C 2.888 1.185 -1.326
H 5.243 -0.445 -1.622
F -0.325 0.450 -4.990
H -4.780 0.027 -2.805
C 5.175 -2.356 -2.582
C 0.541 4.136 -1.303
H -1.048 5.170 4.981
C 4.681 -1.361 -1.761
Sb 1.372 -0.399 -5.061
Cl 0.337 -2.060 3.061
H -2.683 1.992 -2.327
F 0.558 -1.972 -5.699
H 3.642 0.244 3.315
H 1.844 3.898 1.995
C 3.456 -1.509 -1.111
P 0.933 1.154 2.661
C 3.225 -3.674 -2.104
H -1.520 4.054 -1.913
C -3.462 -0.092 -1.130
H 1.871 0.867 7.555
H 0.432 -2.732 5.730
H -2.501 5.704 3.046
C 1.099 -0.993 6.801
H 6.088 3.650 2.469
N 0.492 1.395 -1.628
H -4.393 0.267 2.093
C -1.830 4.021 1.897
C 2.720 3.324 2.270
C 3.978 3.912 2.186
Hg 0.082 -0.882 -0.300
C -4.486 0.221 1.015
F 2.133 1.206 -4.396
C -0.179 2.594 2.948
C -3.330 -0.067 0.266
C -1.853 4.837 3.016
C 1.519 0.325 6.687
H 1.884 1.946 5.357
F 1.628 0.211 -6.827
C 5.110 3.189 2.525
*
```